Entry from OMol25: 2 unconnected molecules or ions with the total composition C4H13N2O (ωB97M-V/def2-TZVPD).

ORCA input file:
```
! RIJCOSX wB97M-V def2-TZVPD def2/J DEFGRID3
* xyz 1 1
C -1.35463 -0.87026 0.51338
O -1.48652 0.29948 -0.36725
C 0.11133 -1.25785 0.60432
C 0.47699 -2.21827 1.70974
H -1.69723 -0.55825 1.50220
H -1.96834 -1.69401 0.15420
H -2.44448 0.35082 -0.50560
H 0.40950 -1.67641 -0.36372
H 0.73391 -0.35437 0.63146
H 0.03612 -3.20889 1.56952
H 1.55174 -2.39657 1.74619
H 0.15849 -1.90020 2.70399
N 0.85396 1.15332 -2.09873
C 0.96541 2.23005 -1.37036
N 0.24446 2.49930 -0.30986
H 0.17958 0.43798 -1.86605
H 1.54253 0.98215 -2.80687
H 1.72555 2.95275 -1.64212
H 0.39381 3.39867 0.10930
H -0.43218 1.83055 0.08627
*
```

The LUMO energy is -3.16 eV. The calculation puts the HOMO energy at -14.68 eV. The calculation puts the energy relative to the best compared isomer or geometry (same formula, charge and spin) at 78.48 kJ/mol.

=====

Entry from OMol25: a molecular structure, C12H19AlBrF3Li2N3O14PS2 (ωB97M-V/def2-TZVPD).

ORCA input file:
```
! RIJCOSX wB97M-V def2-TZVPD def2/J DEFGRID3
* xyz 0 1
O 2.09633 1.52289 3.70008
P 3.45543 1.40944 2.84212
O 4.47618 2.81157 3.22337
O 4.31599 -0.01788 3.34641
C 3.13854 1.51648 0.94501
C 4.46544 0.89405 0.21065
C 4.20875 0.27977 -1.28797
S 2.59046 -0.68429 -1.42387
O 1.83764 -0.10921 -2.64799
O 2.90800 -2.19797 -1.63226
O 1.76261 -0.54012 0.06323
C 1.70917 0.87549 0.46282
H 3.85618 3.59110 3.01183
H 3.72953 -0.67908 3.81831
H 3.10127 2.68103 0.69685
H 5.25528 1.77809 0.08178
H 5.01885 0.05121 0.83373
H 4.35782 1.07415 -2.16267
H 5.07114 -0.52610 -1.46717
H 1.21369 1.54432 -0.39191
H 0.93927 0.93977 1.37260
Li 0.54778 2.58137 2.53486
N -1.51400 -3.09874 0.62353
C -0.81555 -2.27560 -0.18885
C -1.21154 -1.94376 -1.47463
C -2.39393 -2.49129 -1.96110
C -3.13438 -3.34406 -1.14891
C -2.65862 -3.61355 0.12425
H 0.10138 -1.87647 0.23493
H -0.61238 -1.27503 -2.08213
H -2.73581 -2.25535 -2.96464
H -4.05977 -3.78739 -1.49873
H -3.20253 -4.27020 0.79751
C 3.24160 3.22269 -3.03349
O 2.58883 2.92951 -2.04369
O 3.13534 4.27703 -3.67049
O 4.10956 2.51055 -3.55128
Al -1.12802 4.51440 1.56383
C -6.17559 -0.24323 -3.09058
F -7.22793 0.54247 -2.69411
F -5.98714 -1.15081 -2.07928
F -6.63504 -0.96838 -4.16069
S -4.63718 0.74250 -3.48305
O -4.29329 1.44624 -2.23986
O -5.01958 1.65081 -4.57293
O -3.62738 -0.24664 -3.88407
Br 5.12175 4.81299 -4.50157
Li -5.04646 -2.16683 -5.32975
C -0.37904 0.45317 6.55868
O -0.03277 1.57177 6.90394
N 0.29973 -0.27034 5.65001
N -1.47041 -0.15624 7.05584
H 0.03024 -1.19290 5.35305
H 1.12784 0.15183 5.25082
H -2.00997 0.35399 7.74287
H -1.77154 -1.07693 6.78399
O -6.45950 -5.01511 -5.65630
H -5.57224 -5.25718 -5.46293
*
```

The LUMO energy is -5.88 eV. The calculation puts the HOMO energy at -6.98 eV.

=====

Entry from OMol25: a molecular structure, C4H5Br3O (ωB97M-V/def2-TZVPD).

ORCA input file:
```
! RIJCOSX wB97M-V def2-TZVPD def2/J DEFGRID3
* xyz 0 1
C 0.74730 -0.45096 0.68934
C 0.02607 0.54513 -2.05278
C 0.25790 -0.55993 2.05715
C -0.66032 0.64277 -0.75234
O 1.63662 -0.97012 0.19364
Br 1.43552 -1.66985 3.18278
Br -1.10075 2.32529 -0.01569
Br -2.14081 -0.58626 -0.70419
H -0.72394 0.69667 -2.89277
H 0.75386 1.33762 -2.19347
H 0.37385 -0.42886 -2.22525
H 0.04143 0.24008 2.73451
H -0.64672 -1.12158 1.97906
*
```

The LUMO energy is -0.26 eV. The calculation puts the HOMO energy at -8.48 eV. The calculation puts the energy relative to the best compared isomer or geometry (same formula, charge and spin) at 158.84 kJ/mol.

=====

Entry from OMol25: a molecular structure, C5H14NO (ωB97M-V/def2-TZVPD).

ORCA input file:
```
! RIJCOSX wB97M-V def2-TZVPD def2/J DEFGRID3
* xyz 1 1
C -1.20308 1.15156 -0.58285
O -2.00129 0.65728 0.43764
C 0.35569 0.84450 -0.62437
C 0.63369 -0.68085 -0.74433
C -0.36359 -1.60333 -0.08517
C 2.06002 -1.04895 -0.24740
N 0.79434 1.46298 0.65387
H -1.57538 0.99689 -1.62475
H -1.15432 2.26281 -0.58041
H -1.62570 1.13367 1.20580
H 0.67166 1.23494 -1.68683
H 0.61314 -0.92814 -1.90442
H -0.08296 -2.65019 -0.13711
H -1.34282 -1.51497 -0.53689
H -0.52683 -1.44558 0.99347
H 2.85897 -0.34550 -0.56267
H 2.05853 -0.82676 0.83954
H 2.22889 -2.09730 -0.52732
H 1.61528 1.93907 0.28749
H -0.93745 -2.42190 4.44155
H -1.25117 -2.84289 5.03063
*
```

The LUMO energy is -9.04 eV. The calculation puts the HOMO energy at -15.57 eV. The calculation puts the energy relative to the best compared isomer or geometry (same formula, charge and spin) at 773.50 kJ/mol.

=====

Entry from OMol25: 2 unconnected molecules or ions with the total composition C3H9O2S (ωB97M-V/def2-TZVPD).

ORCA input file:
```
! RIJCOSX wB97M-V def2-TZVPD def2/J DEFGRID3
* xyz -1 1
C 0.46827 1.20969 -1.38313
O 1.46190 1.61234 -0.48130
C -0.75238 0.57799 -0.65651
C -0.45240 -0.68985 0.39213
S -2.06456 -1.02754 1.12135
H 0.87422 0.41727 -2.09540
H -0.05941 2.00019 -2.00821
H -1.27387 1.49671 -0.21168
H -1.50836 0.14675 -1.31096
H 0.32699 -0.33746 1.10493
H 0.01727 -1.59582 -0.23519
H -2.80366 -1.45158 0.04617
H 3.69221 -0.13262 0.61483
H 2.37096 0.27051 -0.03204
O 3.01506 -0.48239 -0.00982
*
```

The LUMO energy is 3.18 eV. The calculation puts the HOMO energy at -3.15 eV. The calculation puts the energy relative to the best compared isomer or geometry (same formula, charge and spin) at 121.91 kJ/mol.

=====

Entry from OMol25: 18 unconnected molecules or ions with the total composition H37O18 (ωB97M-V/def2-TZVPD).

ORCA input file:
```
! RIJCOSX wB97M-V def2-TZVPD def2/J DEFGRID3
* xyz 1 1
O 2.78251 -1.22676 3.53747
H -0.14689 -4.58313 -1.20555
H -2.86142 2.21675 -2.71672
O -3.33398 1.59394 -2.13040
H 2.25308 -0.56432 4.04342
O -1.09092 -1.30663 -2.26451
H -1.38721 -2.14908 -1.79617
H -1.91287 -0.86365 -2.62224
O -2.82508 -1.52338 -0.47407
H -2.56223 -1.38020 0.44250
H -3.78910 -1.49310 -0.48466
O 5.36500 -0.41911 0.43963
H 5.32931 0.46786 0.06543
H 5.23137 -0.86684 -0.43682
O -1.01221 -1.35538 2.31688
H -1.86593 -1.10623 2.67161
H -0.49396 -1.85247 2.96903
O -0.06905 -0.55847 -0.08576
H 2.08573 0.59907 0.76092
H 0.53582 -1.30238 0.05763
O -1.50667 1.92864 0.76417
H -2.00278 2.74209 0.63353
H -1.36852 1.99472 1.71317
O -0.46770 5.72426 1.21698
H -0.31452 6.28761 0.41697
H 3.46847 -0.58605 3.31442
O 2.41211 -0.17781 1.21531
H -0.97813 -0.68953 -1.42637
H 3.28323 -0.45692 0.90962
O -4.29612 -0.36912 -3.61818
H -5.07970 0.20066 -3.50030
H -3.86488 -0.20964 -4.49282
O 5.60254 1.15428 -1.81710
H 6.21214 0.89575 -1.10550
H 6.03592 1.91163 -2.21852
O -1.01460 -4.36843 -1.57726
H 0.35134 5.22733 1.14831
H -1.59412 -5.12542 -1.42970
O 2.64561 4.04867 1.82828
H 2.26224 4.91465 1.61849
H 3.47901 4.32058 2.22979
O -3.34295 3.80045 2.59902
H -3.58434 4.68660 2.29211
H -3.29547 4.13552 3.50999
O -0.99681 -0.31844 -4.96741
H -0.91306 0.63675 -4.92344
H -1.20397 -0.61672 -4.04705
O 1.60946 -2.66404 2.05509
H 2.31338 -2.63220 2.77235
H 1.91929 -1.93866 1.47969
O -0.55205 -4.47675 0.77913
H -1.15359 -5.12376 1.23163
H 0.23777 -4.22998 1.28591
H -0.39842 -0.43521 0.83092
H -3.71715 0.85422 -2.63184
*
```

The LUMO energy is -2.39 eV. The calculation puts the HOMO energy at -12.89 eV. The calculation puts the energy relative to the best compared isomer or geometry (same formula, charge and spin) at 544.97 kJ/mol.

=====

Entry from OMol25: a single C3H6N2O2 molecule (ωB97M-V/def2-TZVPD).

ORCA input file:
```
! RIJCOSX wB97M-V def2-TZVPD def2/J DEFGRID3
* xyz 0 1
C -1.72545 0.06150 1.11581
N -1.05055 0.30531 0.11303
C 0.38371 -0.37035 -0.02847
N 1.11340 0.34700 -1.08496
C 1.24123 -0.23443 1.33901
O 0.81324 -0.75448 2.32706
O 2.25796 0.54191 1.24912
H -2.57199 0.76982 0.98656
H -1.44961 -0.64700 1.93944
H 0.25033 -1.39427 -0.22638
H 1.13861 1.36099 -0.88575
H 0.57415 0.31744 -1.88765
H 2.32955 0.89189 0.26550
*
```

The LUMO energy is 0.78 eV. The SMILES is C=N[C@@H](N)C(=O)O. The calculation puts the HOMO energy at -9.66 eV. The calculation puts the energy relative to the best compared isomer or geometry (same formula, charge and spin) at 274.41 kJ/mol.

=====

Entry from OMol25: a molecular structure, C40H66F2O14S7 (ωB97M-V/def2-TZVPD).

ORCA input file:
```
! RIJCOSX wB97M-V def2-TZVPD def2/J DEFGRID3
* xyz 0 1
F 0.20897 -4.98395 0.55253
C 0.36757 -6.30748 1.04149
C -0.65814 -7.12378 1.54866
C -0.44661 -8.37155 2.13865
C 0.90041 -8.85406 2.09196
C 2.03501 -8.24473 1.55571
C 1.73795 -6.90714 1.04287
H -1.71597 -6.74087 1.34706
H -1.27527 -8.97937 2.59478
H 1.13050 -9.74930 2.47857
H 3.01248 -8.72197 1.57324
H 2.51715 -6.48505 0.52298
F -1.36653 0.17972 0.43641
C -0.16442 -0.43119 -0.02780
C 0.91686 0.40732 -0.30228
C 2.24115 -0.04713 -0.75941
C 2.42590 -1.45115 -0.85840
C 1.22145 -2.28638 -0.67717
C -0.03715 -1.82046 -0.27913
H 0.60721 1.43353 -0.20865
H 3.09647 0.54888 -0.85629
H 3.44792 -1.72023 -0.92806
H 1.47586 -3.37993 -0.77737
H -0.94606 -2.58276 0.06924
C -2.23141 -6.06853 -2.04556
C -3.69139 -5.40432 -2.04332
C -3.70764 -4.67623 -3.19937
S -2.17064 -3.85714 -3.35199
O -2.28591 -2.64422 -2.58717
O -1.76495 -3.80254 -4.68595
C -1.19822 -5.09823 -2.50640
H -2.40716 -6.91017 -2.64487
H -2.11114 -6.32086 -0.90140
H -3.59345 -4.91836 -1.07193
H -4.56350 -6.21843 -2.01303
H -4.58988 -3.93365 -3.14043
H -3.72660 -5.30650 -4.05881
H -0.53954 -4.83617 -1.68368
H -0.60997 -5.67481 -3.17575
C 4.81208 5.45690 1.10993
C 4.99312 4.71790 -0.29290
C 3.95500 3.77289 -0.41524
S 3.92962 3.02146 1.16065
O 4.80053 1.86163 1.14069
O 2.56117 2.72964 1.41014
C 4.57856 4.34717 2.12342
H 4.08262 6.17917 1.09588
H 5.63635 6.11437 1.29414
H 5.99388 4.15186 -0.29890
H 4.96889 5.43893 -1.21959
H 4.14869 2.91322 -1.16895
H 2.93031 4.48519 -0.59249
H 5.39517 3.86014 2.62494
H 3.79646 4.71189 2.64439
C 6.55830 -0.77371 1.89325
C 6.32465 -0.95426 0.46108
C 7.46701 -1.14627 -0.26596
S 8.44050 0.01869 0.48910
O 8.11529 1.28391 0.03441
O 9.83425 -0.32460 0.73358
C 7.75992 0.11287 2.05358
H 6.48727 -1.82296 2.44446
H 5.82733 -0.40429 2.46837
H 5.98839 0.07821 0.19196
H 5.48128 -1.55594 -0.03536
H 7.44874 -0.95844 -1.30353
H 7.76335 -2.23750 -0.15530
H 7.66298 1.06022 2.12016
H 8.39986 -0.22536 2.78576
C -1.60712 3.00360 2.48165
C -2.68545 3.35764 3.52882
C -3.06860 2.11347 4.21044
S -1.54293 1.09006 4.16436
O -1.88199 -0.16265 3.54903
O -0.92542 1.12450 5.47826
C -0.61037 2.07782 3.11091
H -1.13223 4.06101 1.97694
H -2.04743 2.39045 1.70927
H -3.55066 4.02866 3.34599
H -2.11778 4.07117 4.12670
H -3.52476 1.47440 3.73502
H -3.44317 2.10903 5.22691
H -0.01797 1.60466 2.45456
H 0.11652 2.68984 3.72613
C -5.12753 1.07341 -3.17580
C -4.47275 2.25840 -3.92692
C -3.64485 2.94681 -3.12264
S -2.87307 1.78595 -2.06290
O -2.95303 2.18375 -0.67048
O -1.60437 1.42144 -2.58313
C -3.98597 0.47374 -2.38217
H -5.50036 0.54699 -3.85349
H -5.93375 1.53465 -2.61037
H -5.06290 2.92623 -4.44575
H -3.93396 1.94609 -4.72856
H -4.07318 3.74148 -2.49089
H -2.76449 3.39451 -3.75763
H -4.27248 -0.05954 -1.43749
H -3.35647 -0.19752 -2.94876
C 0.54319 5.92851 -0.00912
C 0.87916 6.80374 -1.30420
C 1.40283 5.81329 -2.15146
S 0.48749 4.36639 -2.17020
O 1.44778 3.28635 -2.18056
O -0.56555 4.26086 -3.11788
C -0.17128 4.61338 -0.50523
H -0.12044 6.37702 0.49201
H 1.29735 5.86952 0.72365
H 1.64436 7.63395 -1.02675
H 0.08764 7.06046 -1.73023
H 2.31287 5.66971 -1.88339
H 1.22131 6.20115 -3.13707
H 0.21478 3.69815 0.15749
H -1.11669 4.49908 -0.74441
C -4.01246 -1.76900 0.57480
C -5.35678 -2.33053 -0.05958
C -6.43895 -1.96802 0.71179
S -6.32413 -0.33970 1.14423
O -6.73445 -0.08582 2.48889
O -6.62019 0.46390 0.01419
C -4.56547 -0.55294 1.31763
H -3.36345 -1.60501 -0.36140
H -3.59524 -2.51281 1.33834
H -5.28470 -3.47579 -0.09245
H -5.33815 -1.65876 -1.14096
H -6.01010 -2.48519 1.47796
H -7.54053 -2.16080 0.29127
H -4.31329 -0.62662 2.47468
H -4.15130 0.39165 1.03838
*
```

The LUMO energy is 0.12 eV. The calculation puts the HOMO energy at -8.57 eV. The calculation puts the energy relative to the best compared isomer or geometry (same formula, charge and spin) at 268.55 kJ/mol.